[1]
Density functional theory data (the ωB97M-V functional and the def2-TZVPD basis) for a cluster of 2 separate species, C4H7IN2 in total in a non-equilibrium geometry.

Last column: Löwdin charge in e.
Element x y z (Å)
1 C -0.178 -0.339 0.058  -0.330
2 C 0.766 -1.181 0.264  -0.649
3 C -0.313 2.135 0.212  -0.067
4 C -0.688 0.746 0.911  -0.272
5 N 0.414 -2.363 -2.009  -0.025
6 N 1.298 -2.483 -1.198  0.012
7 I 2.128 -1.340 1.866  0.749
8 H -0.755 -0.509 -0.856  0.103
9 H 0.746 2.022 0.046  0.076
10 H -0.524 2.875 0.965  0.059
11 H -1.100 2.222 -0.479  0.052
12 H -1.885 0.593 0.959  0.151
13 H -0.407 0.764 1.948  0.070
14 H 0.499 -3.141 -2.686  0.072

Atomic forces in eV per Å
-1.372 -0.114 -0.385
3.299 -2.677 -1.097
-0.885 -2.226 3.041
-2.990 1.015 -0.231
0.286 -0.575 0.596
-1.898 2.199 2.033
-0.569 0.061 -0.640
0.262 0.080 -0.244
0.050 0.646 -1.032
0.281 0.603 0.236
0.094 0.534 -2.006
2.531 0.600 -0.192
0.650 -0.423 0.290
0.261 0.276 -0.368

## Properties
- spin multiplicity = 1
- HOMO energy (alpha / beta) (eV) = -8.62 / -8.62
- energy relative to the best compared isomer or geometry (same formula, charge and spin) (kJ/mol) = 410.8
- net charge = 0
- E (a.u.) = -563.65623
- frontier orbital gap (alpha / beta) (eV) = 8.918 / 8.918

---

[2]
Density functional theory data (the ωB97M-V functional and the def2-TZVPD basis) for the molecule C4H7IN2S in a non-equilibrium geometry.

Last column: Löwdin charge in e.
Element x y z (Å)
1 C -0.100 0.007 0.548  -0.292
2 C -1.237 -0.445 -0.285  -0.823
3 C -1.495 -1.867 -0.060  -0.140
4 C 2.386 1.760 -0.270  -0.555
5 N 0.126 1.391 0.429  -0.096
6 N 1.195 2.036 -0.017  -0.066
7 S -2.086 0.568 -1.235  0.787
8 I 3.421 -0.227 -0.201  0.626
9 H 0.854 -0.642 0.167  0.051
10 H -0.192 -0.283 1.634  0.147
11 H -2.485 -2.194 -0.665  0.127
12 H -0.596 -2.464 -0.268  0.095
13 H -1.950 -2.003 0.897  0.072
14 H 2.858 2.566 -0.871  0.054
15 H -0.700 1.796 0.196  0.013

Atomic forces in eV per Å
3.184 -2.281 0.024
-0.405 0.707 0.135
-3.351 -1.365 -2.453
-0.287 0.014 -0.736
3.076 -0.654 1.392
-0.485 -0.001 -0.386
0.057 -0.558 0.122
-0.260 1.044 -0.021
-2.143 1.596 0.869
-0.206 -0.019 -1.011
2.703 0.484 0.593
-0.573 -0.108 0.295
0.575 -0.170 1.290
0.553 -1.005 0.755
-2.437 2.316 -0.868

## Properties
- spin multiplicity = 1
- HOMO energy (eV) = -8.77
- energy relative to the best compared isomer or geometry (same formula, charge and spin) (kJ/mol) = 179.6
- net charge = 0
- SMILES string = CC(=S)CN/N=C\I
- E (a.u.) = -961.89409
- frontier orbital gap (eV) = 8.373

---

[3]
Density functional theory data (the ωB97M-V functional and the def2-TZVPD basis) for the ion C4H7INO with charge +1 in a non-equilibrium geometry.

Last column: Löwdin charge in e.
Element x y z (Å)
1 C 0.367 -0.948 -1.341  -0.367
2 C -0.012 -1.364 0.082  -0.083
3 C -0.282 0.395 -1.152  -0.078
4 C -0.419 0.067 0.372  -0.794
5 N 0.520 1.045 1.137  0.218
6 O 1.179 -1.287 -2.156  0.167
7 I -2.435 0.291 1.070  1.004
8 H -0.971 -1.816 -0.099  0.102
9 H 0.563 -1.863 0.853  0.138
10 H 0.510 1.108 -1.270  0.130
11 H -1.237 0.453 -1.626  0.111
12 H 0.253 1.253 2.110  0.159
13 H 0.524 1.947 0.753  0.139
14 H 1.440 0.719 1.267  0.155

Atomic forces in eV per Å
2.733 -0.058 -0.166
0.278 -0.162 0.631
-0.094 -0.566 1.018
-1.052 1.613 -0.785
-1.753 -1.531 1.812
-1.166 -0.253 0.659
0.382 0.219 0.320
-0.404 -0.869 0.411
0.249 -0.593 -0.385
-0.202 0.977 -0.953
-0.314 0.924 -0.614
-0.629 -0.581 -0.087
0.087 1.609 -1.399
1.885 -0.730 -0.462

## Properties
- spin multiplicity = 1
- HOMO energy (eV) = -13.82
- energy relative to the best compared isomer or geometry (same formula, charge and spin) (kJ/mol) = 116.2
- net charge = +1
- SMILES string = [NH3+]C1(I)CC(=O)C1
- E (a.u.) = -583.97559
- frontier orbital gap (eV) = 9.595

---

[4]
Density functional theory data (the ωB97M-V functional and the def2-TZVPD basis) for a structure of composition C4H7IO2S2 in a non-equilibrium geometry.

Last column: Löwdin charge in e.
Element x y z (Å)
1 C -0.809 1.053 -0.545  -0.112
2 C -0.071 1.939 0.473  -0.908
3 C 0.439 0.602 0.197  -1.050
4 C -0.304 -2.669 -0.171  -0.167
5 O 0.720 3.051 0.187  -0.052
6 O 0.720 -2.061 0.619  -0.620
7 S 1.932 0.447 -0.819  0.774
8 S 0.317 -0.718 1.485  0.829
9 I -0.946 2.072 2.480  0.875
10 H -1.671 0.670 -0.036  0.084
11 H -0.571 1.399 -1.501  0.092
12 H 0.322 -3.530 -0.736  0.135
13 H -0.823 -1.970 -0.997  0.129
14 H -0.941 -3.198 0.373  0.010
15 H 0.071 3.714 0.400  0.065
16 H 1.614 -0.799 -1.409  -0.082

Atomic forces in eV per Å
0.999 0.957 3.067
0.526 -0.514 0.830
1.085 -2.034 -0.541
3.848 0.808 -5.256
-0.972 -1.185 0.082
-0.247 0.398 -0.274
-0.323 -0.962 -0.405
-0.230 0.489 -0.390
0.027 0.352 -0.434
-0.907 -0.186 -1.076
-0.675 0.030 -1.679
-1.459 2.056 0.819
1.221 -1.390 2.057
-3.190 -1.683 2.593
0.087 1.426 -0.202
0.209 1.440 0.809

## Properties
- spin multiplicity = 1
- HOMO energy (eV) = -8.80
- energy relative to the best compared isomer or geometry (same formula, charge and spin) (kJ/mol) = 60.8
- net charge = 0
- E (a.u.) = -1401.03307
- frontier orbital gap (eV) = 8.766

---

Q: What is the net charge in the fourth record?
A: 0